Molecular formula: C26H21Cl2LiNOS2
Method: DFT, wB97M-V/def2-TZVPD

Cartesian coordinates (Å):
Li (-0.242, 0.300, 0.087)
S (2.285, 0.376, -0.253)
C (1.729, 1.964, -0.231)
C (2.630, 3.048, -0.093)
C (2.141, 4.320, 0.021)
C (0.760, 4.518, -0.054)
C (-0.043, 3.417, -0.266)
N (0.402, 2.174, -0.345)
H (3.687, 2.827, -0.068)
H (2.807, 5.164, 0.160)
H (0.323, 5.499, 0.048)
H (-1.114, 3.543, -0.379)
O (-1.948, -0.179, -0.297)
S (-2.567, -0.611, 0.979)
C (-3.521, 0.787, 1.608)
C (-3.353, 2.019, 1.007)
C (-4.131, 3.091, 1.402)
C (-5.080, 2.922, 2.397)
C (-5.216, 1.695, 3.027)
C (-4.439, 0.621, 2.633)
C (-4.201, -1.232, 0.169)
C (-4.622, -0.752, -1.056)
C (-5.684, -1.345, -1.716)
C (-6.346, -2.416, -1.138)
C (-5.953, -2.880, 0.106)
C (-4.881, -2.287, 0.755)
H (-2.608, 2.106, 0.231)
H (-4.017, 4.056, 0.929)
H (-5.715, 3.747, 2.685)
H (-5.949, 1.575, 3.813)
H (-4.548, -0.346, 3.103)
H (-4.089, 0.075, -1.500)
H (-5.992, -0.979, -2.686)
H (-7.163, -2.894, -1.662)
H (-6.472, -3.712, 0.565)
H (-4.559, -2.656, 1.720)
Cl (1.626, -4.852, -0.046)
C (-0.026, -4.219, -0.056)
Cl (-0.058, -2.451, -0.282)
H (-0.473, -4.457, 0.908)
H (-0.552, -4.695, -0.882)
C (-1.076, 0.136, 2.174)
C (-0.816, 0.049, 3.366)
C (-0.520, 0.030, 4.750)
C (0.782, -0.190, 5.214)
C (1.054, -0.190, 6.567)
C (0.043, 0.030, 7.490)
C (-1.256, 0.228, 7.042)
C (-1.537, 0.230, 5.690)
H (1.569, -0.352, 4.490)
H (2.066, -0.371, 6.907)
H (0.267, 0.047, 8.548)
H (-2.058, 0.372, 7.754)
H (-2.548, 0.392, 5.336)

Summary:
Multiplicity: 1
Kohn-Sham gap: 6.549 eV
Charge: -1
Energy relative to the best compared isomer or geometry (same formula, charge and spin): 64.7 kJ/mol

Results of the Löwdin charge analysis, in e, for atoms 1 through 5: number 1, Li, carries 0.446; number 2, S, carries 0.460; number 3, C, carries -0.897; number 4, C, carries -0.137; number 5, C, carries -0.107